Computed, not measured: 3 unconnected molecules or ions with the total composition C3H12NO4 in a non-equilibrium geometry, with ωB97M-V/def2-TZVPD.

The geometry in XYZ format:
```
20
Properties=species:S:1:pos:R:3:forces:R:3
C 0.116 -2.240 0.021 0.323 0.563 -0.377
C -1.230 -2.031 0.851 1.872 0.527 1.750
O -1.426 -3.259 1.542 -0.994 -0.633 -0.076
N 0.961 -1.045 -0.062 -0.030 0.999 -0.375
C 0.498 0.283 0.684 2.761 0.427 -2.935
O -0.250 0.979 -0.154 -1.529 0.667 0.025
H -0.124 -2.588 -1.041 -0.161 0.422 1.161
H 0.849 -3.033 0.362 -1.640 0.247 0.578
H -1.204 -1.206 1.743 0.085 -2.023 -2.663
H -2.062 -1.836 0.181 -0.070 0.353 -0.035
H -1.604 -3.874 0.820 0.063 -0.336 0.413
H 0.924 -0.786 -1.063 0.190 0.497 1.110
H 0.057 -0.023 1.635 0.408 0.187 0.362
H 1.511 0.908 0.754 -1.238 -1.577 0.944
H 1.083 3.479 -0.576 -3.022 -2.074 0.451
H 2.339 3.577 -1.309 3.243 -2.884 -3.762
O 1.812 3.979 -0.736 0.725 5.410 3.507
H -1.413 2.811 -1.519 1.165 1.485 -0.103
H -0.269 2.569 -0.794 0.525 -0.732 0.529
O -0.569 3.336 -1.342 -2.674 -1.526 -0.503
```
Positions in Å, forces in eV/Å.

Spin multiplicity: 1
Highest occupied orbital energy, Ha: -0.12912
Net charge: -1
Energy above the lowest of the compared OMol25 structures with the same formula, charge and spin, kcal per mole: 71.7
Gap between HOMO and LUMO, eV: 6.94

For each atom in turn, the natural (NBO) charge in e is:
1. C -0.2515
2. C -0.0811
3. O -0.7345
4. N -0.7145
5. C 0.1498
6. O -0.9793
7. H 0.1538
8. H 0.1770
9. H 0.1878
10. H 0.1630
11. H 0.4461
12. H 0.3485
13. H 0.0970
14. H 0.0890
15. H 0.4806
16. H 0.4476
17. O -0.9341
18. H 0.4638
19. H 0.5028
20. O -1.0118

***

Computed, not measured: 3 unconnected molecules or ions with the total composition C3H12NO4 in a non-equilibrium geometry, with ωB97M-V/def2-TZVPD.

The geometry in XYZ format:
```
20
Properties=species:S:1:pos:R:3:forces:R:3
O 1.003 2.631 1.375 1.394 -0.373 -0.996
C 1.204 1.999 0.360 -2.642 0.532 -0.084
C 0.348 0.672 0.252 -0.983 1.013 2.557
C -1.206 0.940 0.054 1.029 -2.759 -2.576
O -1.385 1.621 -1.129 -0.319 1.744 -0.405
N 0.487 -0.137 1.562 -1.082 0.607 0.380
H 1.663 2.388 -0.634 -0.223 -0.505 1.723
H 0.819 0.071 -0.435 0.303 -1.564 -2.176
H -1.641 1.563 0.796 -0.043 0.297 1.087
H -1.733 -0.101 -0.026 0.890 1.587 0.670
H -1.238 1.181 -1.974 0.055 -0.888 0.509
H 1.083 0.419 2.163 0.359 -0.058 0.517
H -0.385 -0.321 2.124 0.666 0.685 -0.975
H 0.862 -1.080 1.383 0.642 -0.263 -0.041
H 2.137 -2.635 0.234 -0.647 -0.256 1.128
H 0.929 -3.279 0.907 -2.080 -2.252 -0.539
O 1.592 -2.670 1.063 2.660 2.483 -0.686
H -2.102 -1.252 -2.201 0.852 0.421 -0.132
H -1.211 -1.120 -3.407 0.259 0.070 -0.108
O -1.225 -0.891 -2.470 -1.090 -0.523 0.148
```
Positions in Å, forces in eV/Å.

Spin multiplicity: 1
Highest occupied orbital energy, Ha: -0.51920
Net charge: +1
Energy above the lowest of the compared OMol25 structures with the same formula, charge and spin, kcal per mole: 59.8
Gap between HOMO and LUMO, eV: 10.44

For each atom in turn, the natural (NBO) charge in e is:
1. O -0.4757
2. C 0.4079
3. C -0.1505
4. C -0.0429
5. O -0.7248
6. N -0.7118
7. H 0.1806
8. H 0.2093
9. H 0.2189
10. H 0.1674
11. H 0.5130
12. H 0.4468
13. H 0.4389
14. H 0.4670
15. H 0.5012
16. H 0.4888
17. O -0.9425
18. H 0.4846
19. H 0.4926
20. O -0.9688

***

Computed, not measured: a molecular structure, C3H12NO4 in a non-equilibrium geometry, with ωB97M-V/def2-TZVPD.

The geometry in XYZ format:
```
20
Properties=species:S:1:pos:R:3:forces:R:3
O -1.645 -0.296 0.902 5.960 -0.188 -0.525
C -0.302 -0.203 0.926 -5.803 -1.306 2.166
O 0.845 -1.158 -2.159 -0.040 2.960 4.535
C 0.470 0.600 -0.018 1.610 0.989 -2.501
C -0.418 1.400 -0.987 0.801 0.530 0.714
N 1.903 0.502 -0.102 -4.187 1.376 0.590
H 0.240 -0.524 1.846 -0.061 -0.175 -0.780
H 0.025 -0.649 -0.179 0.550 -0.987 -0.698
H 0.151 1.937 -1.748 0.255 -0.158 0.385
H -1.068 0.675 -1.513 0.103 -0.140 0.423
H -1.062 2.097 -0.426 0.037 -0.236 -0.141
H 2.141 -0.349 -0.523 1.004 -1.883 -0.262
H 1.412 -3.282 -0.016 -0.060 -0.104 0.024
H 2.490 0.893 0.619 0.280 0.571 -0.167
H -2.847 2.069 2.415 -1.231 -0.168 0.959
H 1.103 -1.928 -1.127 0.307 -0.728 0.165
O 1.314 -2.329 -0.112 -0.429 1.106 -0.569
H -2.050 0.977 1.504 -1.104 2.012 1.233
H 0.896 -1.580 -2.949 0.070 -2.556 -3.815
O -2.171 1.953 1.779 1.938 -0.915 -1.737
```
Positions in Å, forces in eV/Å.

Spin multiplicity: 1
Highest occupied orbital energy, Ha: -0.53750
Net charge: +1
Energy above the lowest of the compared OMol25 structures with the same formula, charge and spin, kcal per mole: 276.7
Gap between HOMO and LUMO, eV: 4.30

For each atom in turn, the natural (NBO) charge in e is:
1. O -0.3923
2. C 0.0814
3. O -0.8279
4. C 0.3233
5. C -0.6724
6. N -0.6530
7. H 0.2995
8. H 0.4435
9. H 0.2798
10. H 0.3149
11. H 0.3125
12. H 0.4500
13. H 0.5129
14. H 0.4526
15. H 0.4919
16. H 0.4581
17. O -0.8927
18. H 0.4604
19. H 0.4774
20. O -0.9199

***

Computed, not measured: 4 unconnected molecules or ions with the total composition C3H12NO5S in a non-equilibrium geometry, with ωB97M-V/def2-TZVPD.

The geometry in XYZ format:
```
22
Properties=species:S:1:pos:R:3:forces:R:3
C -2.121 1.147 -0.090 -0.489 2.941 1.041
C -2.420 -0.302 -0.319 3.072 0.097 -1.162
S -2.766 -1.228 1.160 -2.524 0.402 0.083
N -0.762 1.528 0.323 -1.564 -0.991 -3.057
C 0.277 1.067 -0.565 -6.053 1.691 -0.857
O -0.104 0.870 -1.722 0.487 -0.570 -1.049
O 1.344 1.014 -0.052 5.939 -0.471 2.231
H -2.345 1.861 -0.932 -0.018 -1.381 0.148
H -2.861 1.461 0.678 0.648 0.202 0.002
H -3.342 -0.336 -0.817 -1.116 -0.333 -1.213
H -1.522 -0.632 -0.962 -1.747 -0.333 0.868
H -1.658 -1.712 1.509 2.561 -0.801 0.452
H -0.562 1.588 1.257 0.536 -0.151 2.542
H 2.203 -2.613 -0.305 2.561 -0.894 -0.989
H 1.433 -1.343 -0.230 -0.238 -2.139 0.340
O 1.375 -2.339 -0.028 -2.487 2.846 0.659
H 2.416 -0.201 -2.351 -1.053 0.134 -2.332
H 2.427 0.256 -1.000 0.666 -0.930 -0.131
O 2.870 -0.456 -1.587 0.633 0.786 2.264
H 1.430 0.614 1.815 1.222 -1.173 0.786
H 2.706 -0.268 1.789 -1.602 0.556 1.294
O 1.981 0.025 2.429 0.565 0.513 -1.919
```
Positions in Å, forces in eV/Å.

Spin multiplicity: 1
Highest occupied orbital energy, Ha: -0.20136
Net charge: -1
Energy above the lowest of the compared OMol25 structures with the same formula, charge and spin, kcal per mole: 24.4
Gap between HOMO and LUMO, eV: 8.70

For each atom in turn, the natural (NBO) charge in e is:
1. C -0.2231
2. C -0.5737
3. S -0.0659
4. N -0.7064
5. C 0.8813
6. O -0.7829
7. O -0.7899
8. H 0.2032
9. H 0.1761
10. H 0.2084
11. H 0.2780
12. H 0.1242
13. H 0.3634
14. H 0.4588
15. H 0.4957
16. O -0.9658
17. H 0.4637
18. H 0.4930
19. O -1.0177
20. H 0.4961
21. H 0.4678
22. O -0.9843

***

Computed, not measured: a molecular structure, C3H12NOP2 in a non-equilibrium geometry, with ωB97M-V/def2-TZVPD.

The geometry in XYZ format:
```
19
Properties=species:S:1:pos:R:3:forces:R:3
C -0.723 0.734 -0.748 3.407 -0.105 1.611
C -1.468 -0.543 -0.956 0.131 0.301 -0.807
C 0.908 0.390 0.358 -2.995 -0.249 -2.069
N -1.856 -1.096 0.375 0.168 -0.156 0.303
O 0.336 0.047 1.604 0.042 0.027 0.645
P 1.941 1.927 0.481 -0.439 0.042 0.064
P 1.535 -1.256 -0.294 -0.195 0.407 0.263
H -1.251 1.480 -0.168 -0.106 0.163 0.103
H -0.337 1.155 -1.668 -0.179 0.025 -0.191
H -0.834 -1.269 -1.470 -0.269 -0.068 0.202
H -2.361 -0.374 -1.564 -0.048 -0.189 0.173
H -2.082 -2.093 0.331 0.004 0.179 0.071
H -2.658 -0.583 0.756 0.172 -0.187 0.002
H -1.034 -0.934 1.009 -0.444 -0.125 0.033
H 0.350 0.795 2.217 -0.077 -0.043 -0.005
H 2.868 1.296 1.323 0.228 -0.064 0.243
H 2.708 1.664 -0.649 0.171 0.026 -0.441
H 2.174 -0.728 -1.412 0.118 0.108 -0.466
H 2.698 -1.265 0.475 0.312 -0.090 0.266
```
Positions in Å, forces in eV/Å.

Spin multiplicity: 1
Highest occupied orbital energy, Ha: -0.46863
Net charge: +1
Energy above the lowest of the compared OMol25 structures with the same formula, charge and spin, kcal per mole: 27.0
Gap between HOMO and LUMO, eV: 9.51

For each atom in turn, the natural (NBO) charge in e is:
1. C -0.4365
2. C -0.2645
3. C -0.2263
4. N -0.6967
5. O -0.7934
6. P 0.3298
7. P 0.2713
8. H 0.2147
9. H 0.2424
10. H 0.2418
11. H 0.2374
12. H 0.4453
13. H 0.4367
14. H 0.4768
15. H 0.5018
16. H -0.0032
17. H 0.0072
18. H 0.0009
19. H 0.0147